(1)
# C52H57AsCl2P2RbSSb

A molecular structure, C52H57AsCl2P2RbSSb (ωB97M-V/def2-TZVPD, OMol25).

The geometry in XYZ format:
```
117
C52H57AsCl2P2RbSSb | OMol25 | ωB97M-V/def2-TZVPD
Rb -0.780 -0.079 0.039
Cl -2.573 0.323 2.565
C -1.179 0.391 3.714
Cl 0.397 0.008 3.005
H -1.369 -0.349 4.482
H -1.150 1.401 4.107
C 2.838 2.054 -0.925
C 1.934 1.734 0.277
P 0.968 3.055 1.164
C 2.088 4.491 1.033
C 3.427 4.298 1.379
C 4.321 5.355 1.403
C 3.885 6.638 1.094
C 2.554 6.845 0.770
C 1.661 5.781 0.740
C -0.363 3.495 -0.030
C -1.684 3.427 0.413
C -2.736 3.853 -0.391
C -2.475 4.363 -1.651
C -1.166 4.435 -2.114
C -0.125 4.005 -1.311
C 2.842 0.922 -1.962
P 1.413 1.082 -3.121
C 1.202 -0.624 -3.740
C 1.510 -1.144 -4.995
C 1.196 -2.466 -5.295
C 0.574 -3.280 -4.354
C 0.239 -2.769 -3.107
C 0.550 -1.449 -2.831
C 2.125 2.009 -4.505
C 1.430 3.147 -4.908
C 1.884 3.930 -5.962
C 3.046 3.575 -6.628
C 3.753 2.442 -6.239
C 3.294 1.669 -5.186
H 3.857 2.237 -0.577
H 2.533 2.990 -1.398
H 2.493 1.180 1.038
H 1.184 1.025 -0.057
H 3.785 3.306 1.635
H 5.355 5.175 1.664
H 4.579 7.467 1.109
H 2.204 7.842 0.536
H 0.627 5.968 0.481
H -1.893 3.049 1.408
H -3.751 3.796 -0.021
H -3.291 4.703 -2.275
H -0.961 4.832 -3.099
H 0.889 4.100 -1.674
H 2.757 -0.059 -1.481
H 3.784 0.902 -2.517
H 1.993 -0.522 -5.736
H 1.444 -2.861 -6.272
H 0.349 -4.312 -4.591
H -0.239 -3.374 -2.345
H 0.287 -1.017 -1.880
H 0.519 3.420 -4.387
H 1.330 4.810 -6.258
H 3.404 4.179 -7.451
H 4.659 2.165 -6.760
H 3.848 0.783 -4.895
S -0.637 -2.906 0.962
C 0.180 -4.371 0.408
C -0.463 -5.615 0.401
C 0.194 -6.765 0.006
C 1.525 -6.719 -0.396
C 2.183 -5.498 -0.402
C 1.521 -4.341 -0.001
As 2.346 -2.590 -0.172
C 4.049 -3.032 -1.016
C 5.167 -3.497 -0.330
C 6.346 -3.766 -1.013
C 6.412 -3.576 -2.386
C 5.301 -3.116 -3.077
C 4.123 -2.839 -2.392
C 2.988 -2.210 1.641
C 3.859 -1.144 1.841
C 4.250 -0.779 3.123
C 3.766 -1.479 4.220
C 2.896 -2.543 4.026
C 2.504 -2.907 2.743
H -1.497 -5.659 0.722
H -0.337 -7.710 0.016
H 2.042 -7.619 -0.703
H 3.217 -5.451 -0.722
H 5.116 -3.645 0.742
H 7.209 -4.127 -0.469
H 7.331 -3.787 -2.917
H 5.348 -2.969 -4.149
H 3.262 -2.474 -2.943
H 4.258 -0.591 0.994
H 4.937 0.046 3.265
H 4.066 -1.199 5.221
H 2.512 -3.095 4.874
H 1.809 -3.724 2.598
C -4.029 -1.750 -5.350
C -2.746 -1.247 -4.704
Sb -2.945 -0.250 -2.833
C -4.795 -1.086 -2.117
C -6.100 -0.460 -2.582
C -3.647 1.658 -3.517
C -4.403 1.748 -4.834
H -3.836 -2.243 -6.306
H -4.738 -0.946 -5.543
H -4.534 -2.482 -4.718
H -2.202 -0.560 -5.358
H -2.056 -2.073 -4.522
H -4.724 -1.051 -1.027
H -4.761 -2.149 -2.368
H -6.134 0.613 -2.386
H -6.961 -0.903 -2.077
H -6.256 -0.587 -3.654
H -2.745 2.273 -3.557
H -4.237 2.071 -2.694
H -3.843 1.297 -5.654
H -4.597 2.787 -5.115
H -5.369 1.246 -4.792
```

Summary:
- Kohn-Sham gap: 0.2401 Ha
- Energy relative to the best compared isomer or geometry (same formula, charge and spin): 50.5 kJ/mol


(2)
# C52H57MnN5O2PS2

A molecular structure, C52H57MnN5O2PS2 (ωB97M-V/def2-TZVPD, OMol25).

The geometry in XYZ format:
```
120
C52H57MnN5O2PS2 | OMol25 | ωB97M-V/def2-TZVPD
Mn -0.331 -0.467 0.070
C 3.200 0.869 2.034
C 1.897 0.264 1.665
N 1.327 0.462 0.523
N 1.858 1.269 -0.436
C 1.058 1.270 -1.469
O -0.043 0.537 -1.450
C 1.338 2.049 -2.666
C 0.347 2.212 -3.637
C 0.616 2.965 -4.766
C 1.869 3.542 -4.931
C 2.859 3.376 -3.968
C 2.597 2.636 -2.831
C 1.110 -0.596 2.558
C 1.512 -0.955 3.827
C 0.665 -1.736 4.606
C -0.562 -2.112 4.093
C -0.900 -1.726 2.805
N -0.081 -1.002 2.042
H 3.407 1.731 1.405
H 4.000 0.138 1.881
H 3.210 1.163 3.082
H -0.624 1.753 -3.504
H -0.148 3.103 -5.519
H 2.077 4.127 -5.817
H 3.831 3.828 -4.107
H 3.358 2.501 -2.074
H 2.470 -0.628 4.207
H 0.961 -2.032 5.604
H -1.262 -2.696 4.674
H -1.855 -2.003 2.382
S -3.065 5.827 1.670
C -1.896 7.059 1.619
C -0.686 6.606 1.178
C -0.710 5.228 0.878
C -1.942 4.657 1.095
C -2.333 3.272 0.876
C -1.338 2.282 0.738
N -1.630 1.010 0.517
C -2.924 0.625 0.411
C -3.982 1.516 0.567
C -5.321 0.989 0.463
C -5.545 -0.324 0.231
C -4.452 -1.250 0.066
C -4.580 -2.634 -0.122
C -3.453 -3.443 -0.231
C -2.195 -2.818 -0.200
N -2.057 -1.512 -0.035
C -3.158 -0.741 0.131
C -3.519 -4.892 -0.393
C -2.623 -5.815 0.086
C -2.997 -7.146 -0.215
C -4.164 -7.205 -0.919
S -4.816 -5.661 -1.219
C -3.659 2.858 0.801
H -2.158 8.060 1.922
H 0.182 7.239 1.070
H 0.149 4.697 0.489
H -0.291 2.540 0.825
H -6.152 1.673 0.579
H -6.556 -0.703 0.163
H -5.568 -3.078 -0.164
H -1.285 -3.384 -0.342
H -1.745 -5.557 0.664
H -2.437 -8.019 0.081
H -4.674 -8.082 -1.283
H -4.458 3.582 0.905
O 0.593 -1.936 -0.625
P 1.655 -2.699 -1.496
C 2.960 -3.134 -0.294
C 4.088 -4.085 -0.790
C 4.642 -4.952 0.346
C 4.810 -4.123 1.613
C 3.440 -3.635 2.125
C 2.372 -3.662 1.027
C 2.349 -1.595 -2.761
C 1.341 -1.039 -3.786
C 2.116 -0.269 -4.854
C 2.907 -1.248 -5.739
C 3.263 -2.527 -4.971
C 3.569 -2.227 -3.506
C 0.945 -4.153 -2.297
C -0.403 -3.938 -3.009
C -0.540 -5.005 -4.107
C 0.092 -6.337 -3.669
C -0.012 -6.495 -2.155
C 0.816 -5.418 -1.422
H 3.404 -2.149 -0.083
H 4.901 -3.483 -1.193
H 3.742 -4.729 -1.601
H 5.598 -5.369 0.030
H 3.986 -5.804 0.539
H 5.460 -3.272 1.394
H 5.315 -4.701 2.385
H 3.534 -2.618 2.522
H 3.102 -4.258 2.955
H 1.500 -3.082 1.333
H 2.026 -4.686 0.884
H 2.722 -0.753 -2.161
H 0.591 -0.417 -3.300
H 0.810 -1.853 -4.279
H 2.790 0.441 -4.363
H 1.432 0.326 -5.459
H 3.815 -0.767 -6.104
H 2.320 -1.509 -6.621
H 4.127 -3.014 -5.422
H 2.443 -3.250 -5.040
H 4.393 -1.513 -3.458
H 3.930 -3.128 -3.016
H 1.705 -4.336 -3.071
H -0.526 -2.940 -3.425
H -1.199 -4.068 -2.273
H -0.069 -4.647 -5.025
H -1.598 -5.145 -4.334
H 1.142 -6.384 -3.973
H -0.401 -7.168 -4.172
H 0.322 -7.482 -1.838
H -1.064 -6.417 -1.865
H 1.805 -5.810 -1.180
H 0.332 -5.169 -0.472
```

Summary:
- Total charge: +3
- Spin multiplicity: 4
- Kohn-Sham gap (spin up / spin down): 0.1839 / 0.1885 Ha
- Energy relative to the best compared isomer or geometry (same formula, charge and spin): 0.0 kJ/mol


In hartree, the E values for the records above are, in order, -6517.05137 -4727.98785.